Entry 1:
C37H28N2O5 | ωB97M-V with the def2-TZVPD basis set

Results
- LUMO level: -1.19 eV
- HOMO: -8.046 eV
- Gap between HOMO and LUMO: 6.856 eV

CARTESIAN COORDINATES (ANGSTROEM)
O1 -0.207 3.465 0.504
O2 0.749 -2.170 -7.684
O3 0.158 6.918 4.563
O4 1.150 -3.148 5.492
O5 -0.237 -3.526 -2.614
N1 -2.653 -4.825 1.782
N2 1.277 -0.461 1.629
C1 2.448 -1.124 -5.726
C2 1.095 -2.284 -4.100
C3 -2.591 -4.557 -6.891
C4 2.499 -2.798 3.569
C5 -0.574 -2.234 1.171
C6 -2.825 -4.942 -5.574
C7 0.368 1.936 4.349
C8 -1.998 -3.992 2.138
C9 -0.676 8.427 0.757
C10 -0.236 6.609 2.267
C11 0.502 2.837 5.403
C12 3.234 -0.616 -4.704
C13 0.121 -3.608 3.340
C14 0.065 3.766 2.820
C15 2.946 -0.928 -3.379
C16 -0.429 7.967 2.040
C17 -1.013 -2.892 2.530
C18 -0.658 -3.312 -6.186
C19 -0.536 6.177 -0.088
C20 1.883 -1.765 -3.078
C21 0.155 2.400 3.061
C22 0.508 -2.456 -6.529
C23 -0.150 4.249 1.432
C24 -0.305 5.709 1.201
C25 0.045 6.130 3.645
C26 0.408 4.200 5.168
C27 -1.984 -4.506 -4.562
C28 -1.508 -3.747 -7.197
C29 0.489 -1.187 1.305
C30 -1.830 -1.489 0.582
C31 -0.904 -3.682 -4.863
C32 -0.031 -3.193 -3.766
C33 -2.166 -0.223 1.112
C34 0.180 4.668 3.879
C35 1.369 -1.950 -5.428
C36 1.060 -2.647 4.163
C37 -0.721 7.533 -0.309
H1 -0.401 -4.236 4.095
H2 -1.327 -3.453 -8.223
H3 0.344 -2.961 5.992
H4 -0.905 7.896 -1.313
H5 0.057 1.695 2.246
H6 -3.668 -5.580 -5.337
H7 -2.740 -0.244 2.065
H8 0.720 -1.590 4.122
H9 -2.171 -4.803 -3.538
H10 1.664 -2.010 -2.046
H11 0.507 4.898 5.990
H12 -0.389 8.666 2.867
H13 0.434 0.871 4.535
H14 2.671 -0.875 -6.756
H15 3.553 -0.520 -2.580
H16 -0.577 5.484 -0.918
H17 3.158 -2.142 4.170
H18 4.070 0.031 -4.938
H19 -2.408 -1.955 -0.237
H20 -1.855 0.739 0.674
H21 0.676 2.473 6.408
H22 -0.323 -3.038 0.456
H23 -3.254 -4.891 -7.679
H24 2.779 -3.859 3.698
H25 -1.597 -2.177 3.137
H26 -0.832 9.485 0.584
H27 2.538 -2.542 2.499
H28 0.663 -4.316 2.687

Results of the Löwdin charge analysis, in e, for atoms 1 through 4: number 1, O, carries 0.0986; number 2, O, carries 0.1068; number 3, O, carries 0.1050; number 4, O, carries -0.0544

Entry 2:
C37H29AuN7O4S | ωB97M-V with the def2-TZVPD basis set

Results
- LUMO level (alpha / beta): -6.18 / -6.18 eV
- Net charge: +1
- Energy relative to the best compared isomer or geometry (same formula, charge and spin): 2.372 eV
- HOMO (alpha / beta): -9.953 / -9.956 eV
- Gap between HOMO and LUMO (alpha / beta): 3.777 / 3.780 eV

CARTESIAN COORDINATES (ANGSTROEM)
Au1 -1.733 0.168 -1.652
S1 4.203 -2.863 -4.404
O1 -4.010 -1.463 -0.009
O2 1.820 7.094 -1.291
O3 0.448 -2.270 -0.124
O4 -3.046 1.404 -0.546
N1 -1.731 -1.611 -0.316
N2 -2.730 -3.064 1.030
N3 2.801 -2.616 -6.568
N4 -0.286 5.312 3.446
N5 -0.329 -0.579 -3.065
N6 -1.251 4.552 3.490
N7 -0.322 1.609 -0.171
C1 -3.011 3.272 2.512
C2 0.245 5.857 2.314
C3 1.524 2.270 1.169
C4 0.507 -1.413 -5.140
C5 -1.354 -3.490 1.015
C6 1.854 -1.504 -3.185
C7 -0.735 -2.362 0.105
C8 0.679 2.918 2.037
C9 -2.236 -5.617 -0.001
C10 0.971 1.675 0.035
C11 1.378 6.766 -0.070
C12 0.701 -3.431 2.494
C13 -0.574 6.147 1.203
C14 1.724 -1.776 -4.548
C15 -3.464 2.503 1.479
C16 -2.596 1.995 0.468
C17 -1.651 3.633 2.612
C18 2.179 6.571 1.063
C19 3.205 7.075 -1.570
C20 -1.166 2.194 0.682
C21 0.273 -6.358 -0.894
C22 0.526 -3.120 4.867
C23 -0.696 2.948 1.775
C24 -2.073 -6.789 -0.716
C25 -1.146 -4.795 0.272
C26 -0.016 6.613 0.047
C27 0.112 -5.183 -0.185
C28 0.834 -0.893 -2.495
C29 -0.483 -0.840 -4.361
C30 -0.686 -3.407 2.368
C31 2.853 -2.408 -5.248
C32 1.300 -3.292 3.732
C33 -0.821 -7.160 -1.177
C34 -1.457 -3.259 3.519
C35 -2.960 -2.001 0.217
C36 1.613 6.156 2.248
C37 -0.855 -3.123 4.756
H1 3.749 7.828 -0.995
H2 1.597 1.217 -0.717
H3 1.258 -6.640 -1.238
H4 2.753 -1.787 -2.664
H5 1.326 -3.506 1.621
H6 -0.621 6.855 -0.811
H7 3.243 6.744 1.023
H8 0.303 -1.560 -6.188
H9 -2.534 -3.246 3.459
H10 -4.513 2.279 1.373
H11 2.584 2.219 1.353
H12 -1.441 -0.576 -4.785
H13 -1.467 -3.007 5.638
H14 0.967 -4.546 -0.033
H15 -3.226 -5.351 0.336
H16 3.294 7.302 -2.631
H17 2.011 -2.378 -7.146
H18 -1.644 6.027 1.286
H19 2.231 5.974 3.114
H20 1.059 3.363 2.943
H21 3.626 6.085 -1.375
H22 -3.467 -3.569 1.492
H23 0.995 -2.976 5.829
H24 -0.700 -8.060 -1.761
H25 2.378 -3.304 3.803
H26 0.935 -0.675 -1.448
H27 -2.931 -7.411 -0.922
H28 -3.699 3.703 3.224
H29 3.599 -3.055 -7.002

Results of the Löwdin charge analysis, in e, for atoms 1 through 4: number 1, Au, carries 0.9928; number 2, S, carries 0.7181; number 3, O, carries 0.0590; number 4, O, carries -0.0428

Entry 3:
C37H29Cl2N4O3SSbV | ωB97M-V with the def2-TZVPD basis set

Results
- Spin multiplicity: 3
- LUMO level (alpha / beta): -3.13 / -2.88 eV
- Net charge: +1
- Energy relative to the best compared isomer or geometry (same formula, charge and spin): 0.000 eV
- HOMO (alpha / beta): -10.055 / -10.100 eV
- Gap between HOMO and LUMO (alpha / beta): 6.923 / 7.215 eV

CARTESIAN COORDINATES (ANGSTROEM)
Sb1 0.210 0.175 1.877
V1 0.120 -0.684 -2.050
Cl1 -2.399 5.614 -2.729
Cl2 -4.676 4.097 -1.127
S1 1.311 -0.626 -0.024
O1 1.760 2.773 -3.252
O2 -2.444 -0.466 0.641
O3 -0.740 -1.131 -4.034
N1 -0.758 -2.607 -1.585
N2 0.223 1.151 -2.628
N3 -1.758 -0.128 -1.551
N4 2.034 -0.747 -2.948
C1 4.186 -1.559 -3.561
C2 -3.239 3.280 -1.625
C3 -1.079 3.279 -2.700
C4 -0.363 -1.978 -5.123
C5 -2.889 3.259 1.979
C6 -1.964 -4.611 -0.114
C7 4.592 -0.271 -3.878
C8 -1.941 1.268 -1.672
C9 2.901 -1.753 -3.091
C10 2.615 1.979 4.986
C11 4.188 1.366 3.271
C12 -1.666 -2.311 -0.637
C13 1.424 1.622 -3.058
C14 3.701 0.778 -3.718
C15 -2.241 3.942 -2.330
C16 -1.728 -1.530 3.610
C17 -3.093 1.938 -1.309
C18 -0.955 1.897 1.612
C19 -0.321 2.947 0.957
C20 3.919 1.924 4.512
C21 -2.269 -3.283 0.138
C22 0.524 -2.371 3.370
C23 -0.447 -1.416 3.085
C24 -2.268 4.309 1.316
C25 3.154 0.858 2.496
C26 -0.990 4.152 0.798
C27 -2.241 2.042 2.119
C28 -2.034 -2.609 4.427
C29 1.578 1.474 4.217
C30 1.850 0.912 2.972
C31 -1.072 -3.572 4.704
C32 2.429 0.500 -3.254
C33 -0.901 1.952 -2.335
C34 -1.063 -4.920 -1.122
C35 -0.471 -3.886 -1.823
C36 -2.016 -0.842 -0.450
C37 0.205 -3.456 4.175
H1 -3.884 1.419 -0.785
H2 -1.317 -4.412 5.341
H3 -2.959 -2.981 0.913
H4 0.562 1.525 4.594
H5 -0.512 4.965 0.267
H6 -2.748 1.215 2.594
H7 1.527 -2.276 2.969
H8 -0.807 -5.944 -1.355
H9 -2.493 -0.808 3.372
H10 2.551 -2.737 -2.805
H11 -2.789 5.249 1.188
H12 -0.299 3.813 -3.219
H13 2.405 2.417 5.953
H14 -2.428 -5.399 0.466
H15 -3.891 3.382 2.368
H16 0.683 2.834 0.561
H17 0.681 -2.244 -4.972
H18 3.365 0.426 1.526
H19 0.266 -4.083 -2.593
H20 -0.457 -1.448 -6.069
H21 -3.027 -2.698 4.846
H22 -1.649 -0.824 -4.122
H23 5.594 -0.087 -4.242
H24 4.727 2.319 5.113
H25 3.956 1.804 -3.938
H26 -0.971 -2.882 -5.141
H27 4.854 -2.402 -3.666
H28 0.958 -4.202 4.394
H29 5.205 1.326 2.903

Results of the Löwdin charge analysis, in e, for atoms 1 through 4: number 1, Sb, carries 1.4332; number 2, V, carries 0.6864; number 3, Cl, carries 0.6968; number 4, Cl, carries 0.7064

| no. | energy (a.u.) |
| --- | --- |
| 1 | -1912.3130 |
| 2 | -2645.1681 |
| 3 | -4374.8583 |